This record from the OMol25 dataset describes a structure of composition C29H49BrN2OP2Pb. The level of theory is ωB97M-V/def2-TZVPD.

Each line ends with the Mulliken charge.
CARTESIAN COORDINATES (ANGSTROEM)
N 5.929 -7.688 0.149  -0.5450
C 4.772 -7.975 -0.429  -0.3234
C 3.831 -6.978 -0.699  -0.5150
C 4.095 -5.631 -0.325  0.7478
C 5.330 -5.382 0.327  -0.4717
C 6.210 -6.451 0.568  -0.3214
C 3.138 -4.569 -0.571  -0.1292
Pb 0.893 -1.809 -2.099  0.9123
P -0.655 4.831 -2.832  -0.1311
C 3.482 -3.269 -0.334  -1.3085
C 2.508 -2.245 -0.152  1.2242
C 2.848 -0.877 -0.372  -0.4525
C 1.762 0.057 -0.256  -1.6799
C 0.554 -0.394 0.275  -0.0576
C 0.142 -1.734 0.234  -0.1314
C 1.203 -2.708 0.183  -0.6096
Br -1.269 1.066 0.465  -0.3407
H 2.174 -4.902 -0.954  0.4193
H 4.504 -2.954 -0.221  0.3752
H 2.887 -7.226 -1.162  0.3519
H 5.595 -4.381 0.691  0.2051
H 4.565 -9.042 -0.666  0.3424
H 7.145 -6.230 1.106  0.3415
H 3.911 -0.547 -0.502  0.5500
H 0.973 -3.739 0.566  0.6908
H 1.890 1.124 -0.470  0.9693
H -0.901 -2.031 0.368  0.1914
P -0.304 1.375 2.382  0.7215
C -0.673 3.182 -3.669  -0.0015
C -0.370 3.493 -5.142  -1.2697
H -1.657 2.715 -3.519  0.3653
H 0.084 2.534 -3.202  -0.0797
H -0.544 2.611 -5.768  0.3691
H -1.022 4.312 -5.482  0.3656
H 0.678 3.801 -5.257  0.3240
C 0.948 4.832 -1.932  0.6839
C 1.404 6.249 -1.569  -1.2587
H 1.669 4.332 -2.592  0.4521
H 0.805 4.212 -1.038  -0.8594
H 2.421 6.200 -1.160  0.3950
H 1.411 6.895 -2.460  0.3629
H 0.753 6.704 -0.806  0.2967
C -1.831 4.659 -1.447  0.3164
C -3.164 5.250 -1.877  -1.3480
H -1.410 5.172 -0.573  0.3643
H -1.900 3.599 -1.221  -0.3369
H -3.944 5.025 -1.150  0.3799
H -3.076 6.333 -1.985  0.3670
H -3.492 4.846 -2.838  0.3308
C -1.791 1.943 3.180  -0.2979
C -1.658 1.733 4.681  -1.2672
H -2.692 1.453 2.743  0.4668
H -1.845 3.018 2.945  0.5066
H -1.983 0.731 4.992  0.3112
H -0.632 1.898 5.034  0.3685
H -2.291 2.454 5.199  0.4056
C 0.918 2.635 2.084  0.2503
C 2.359 2.230 2.362  -1.2674
H 0.596 3.397 2.814  0.6338
H 0.774 3.058 1.058  -0.4948
H 2.473 1.719 3.324  0.3528
H 2.781 1.618 1.554  0.2654
H 2.939 3.151 2.424  0.4650
C 0.454 -0.109 3.003  -0.9165
C -0.457 -1.291 3.386  -1.4644
H 0.885 0.303 3.931  0.7764
H 1.317 -0.412 2.385  0.6514
H 0.176 -2.186 3.516  0.3558
H -0.926 -1.095 4.369  0.4546
H -1.251 -1.498 2.648  0.1683
C -5.588 -2.634 -0.090  -0.9913
N -4.126 -2.467 -0.293  0.1390
C -3.325 -2.790 0.884  -0.7521
C -3.538 -1.686 -1.256  0.4884
C -4.421 -1.023 -2.269  -1.0371
O -2.292 -1.487 -1.301  -0.4683
H -5.683 -3.301 0.766  0.3682
H -6.089 -3.123 -0.947  0.3511
H -6.072 -1.676 0.171  0.3706
H -2.559 -3.559 0.695  0.2372
H -2.884 -1.896 1.343  0.0303
H -4.030 -3.216 1.630  0.3989
H -4.454 0.058 -2.031  0.2244
H -3.950 -1.141 -3.256  0.3091
H -5.431 -1.454 -2.261  0.3628

Properties
HOMO energy (spin up / spin down): -11.5101 / -11.5249 eV
Charge: +2
E: -4767.9709 Eh

***

This record from the OMol25 dataset describes a cluster of 9 separate species, C29H49Cl3F12N4O12 in total. The level of theory is ωB97M-V/def2-TZVPD.

Each line ends with the Mulliken charge.
CARTESIAN COORDINATES (ANGSTROEM)
C 1.235 -17.285 -33.296  0.1707
O 0.701 -17.859 -34.235  -0.6051
N 0.840 -16.052 -32.952  0.0840
C 1.384 -15.298 -31.829  -0.9345
C -0.173 -15.295 -33.718  -0.9470
H 2.023 -17.719 -32.662  0.2872
H 1.344 -14.223 -32.004  0.3109
H 2.403 -15.585 -31.573  0.3252
H 0.849 -15.489 -30.898  0.3056
H 0.162 -14.369 -34.184  0.3302
H -0.699 -15.959 -34.404  0.3060
H -1.012 -14.851 -33.182  0.3668
C -15.795 -16.016 -36.714  0.1983
O -15.923 -16.639 -37.765  -0.6017
N -16.356 -14.801 -36.536  0.0677
C -16.296 -14.131 -35.267  -0.8919
C -17.209 -14.152 -37.487  -0.8920
H -15.206 -16.428 -35.881  0.2892
H -15.738 -14.641 -34.482  0.2864
H -17.320 -14.082 -34.896  0.3351
H -15.860 -13.132 -35.301  0.2925
H -16.864 -13.118 -37.507  0.2931
H -17.259 -14.695 -38.430  0.2983
H -18.238 -14.191 -37.131  0.3251
C -2.070 -18.434 -41.544  0.1805
O -1.810 -17.325 -42.058  -0.6176
N -2.931 -19.359 -41.940  0.0714
C -2.959 -20.668 -41.378  -0.8643
C -3.833 -19.104 -43.110  -0.9020
H -1.520 -18.786 -40.657  0.2768
H -2.587 -20.672 -40.353  0.3427
H -2.462 -21.338 -42.079  0.2970
H -4.007 -20.958 -41.301  0.2789
H -3.843 -18.031 -43.302  0.2918
H -3.416 -19.682 -43.935  0.3246
H -4.863 -19.369 -42.871  0.3203
C -7.417 -10.484 -37.900  0.1746
O -7.959 -9.388 -38.173  -0.6098
N -7.803 -11.664 -38.457  0.0911
C -7.361 -12.906 -37.931  -0.8685
C -8.692 -11.733 -39.573  -0.9398
H -6.683 -10.586 -37.087  0.2869
H -6.503 -12.859 -37.260  0.3142
H -6.970 -13.451 -38.789  0.3054
H -8.194 -13.465 -37.504  0.2927
H -8.097 -12.200 -40.358  0.3396
H -9.585 -12.221 -39.183  0.3259
H -9.001 -10.821 -40.084  0.2876
C -12.552 -16.274 -26.928  -1.1276
C -12.283 -16.348 -28.422  -0.1672
O -11.563 -15.269 -29.041  -0.2777
C -10.372 -14.786 -28.632  0.3801
O -9.577 -15.329 -27.837  -0.5381
C -9.935 -13.461 -29.282  0.8492
F -10.756 -13.129 -30.257  -0.2322
F -10.010 -12.515 -28.346  -0.2334
F -8.660 -13.614 -29.781  -0.2385
H -13.048 -15.347 -26.642  0.3214
H -11.608 -16.228 -26.385  0.3157
H -13.228 -17.071 -26.619  0.3595
H -13.216 -16.437 -28.979  0.2988
H -11.707 -17.263 -28.563  0.2898
C -0.345 -25.798 -32.797  -1.1487
C -0.630 -25.868 -31.306  -0.2032
O -1.669 -26.803 -31.078  -0.2175
C -2.399 -26.700 -30.016  0.3817
O -2.082 -26.104 -28.978  -0.5625
C -3.801 -27.300 -30.173  0.8812
F -3.960 -27.932 -31.292  -0.2113
F -4.085 -28.038 -29.142  -0.2439
F -4.712 -26.286 -29.961  -0.2728
H -0.130 -26.786 -33.206  0.3058
H 0.553 -25.240 -33.065  0.3764
H -1.158 -25.365 -33.380  0.2855
H -0.908 -24.890 -30.912  0.3236
H 0.239 -26.112 -30.695  0.3056
C -5.928 -19.279 -32.660  -1.1252
C -5.668 -20.478 -33.624  -0.2205
O -6.851 -20.599 -34.488  -0.2633
C -7.268 -21.852 -34.823  0.3713
O -6.714 -22.930 -34.484  -0.5625
C -8.480 -21.824 -35.753  0.9225
F -8.283 -20.942 -36.707  -0.2430
F -8.651 -22.999 -36.341  -0.2345
F -9.557 -21.491 -35.071  -0.2434
H -6.004 -18.300 -33.134  0.3126
H -5.043 -19.204 -32.029  0.3728
H -6.818 -19.359 -32.036  0.3062
H -5.540 -21.310 -32.932  0.2841
H -4.764 -20.463 -34.233  0.3230
C -4.410 -29.908 -38.032  -1.0877
C -4.178 -31.114 -37.145  -0.2720
O -2.764 -31.478 -37.089  -0.2282
C -2.369 -32.752 -36.826  0.3473
O -3.092 -33.745 -36.730  -0.5488
C -0.883 -32.857 -36.877  0.9160
F -0.529 -33.061 -35.649  -0.2452
F -0.437 -33.890 -37.603  -0.2392
F -0.333 -31.688 -37.256  -0.2355
H -5.487 -29.751 -38.098  0.3720
H -4.041 -30.071 -39.045  0.3039
H -3.956 -29.040 -37.554  0.2970
H -4.732 -31.958 -37.555  0.3201
H -4.475 -30.988 -36.104  0.3004
C 2.032 -20.244 -25.774  0.0584
Cl 2.245 -18.558 -25.172  -0.1258
Cl 3.529 -20.747 -26.561  -0.1147
Cl 0.659 -20.423 -26.848  -0.1068
H 1.829 -20.924 -24.946  0.2887

Properties
HOMO energy: -9.2496 eV
SMILES: CCOC(=O)C(F)(F)F.CCOC(=O)C(F)(F)F.CCOC(=O)C(F)(F)F.CCOC(=O)C(F)(F)F.ClC(Cl)Cl.CN(C)C=O.CN(C)C=O.CN(C)C=O.CN(C)C=O
E: -4835.2139 Eh

***

- The lowest E belongs to which entry?
  C29H49Cl3F12N4O12